This record from the OMol25 dataset describes C10H9NSSn as an isolated structure. The level of theory is wB97M-V/def2-TZVPD.

Output
**HOMO**: -0.608 hartree
**Spin multiplicity**: 1
**Net charge**: +2
**Lowest unoccupied orbital energy**: -10.09 eV

Cartesian coordinates (Å):
Sn 0.321048 0.042444 0.062374
C -2.524902 1.201568 1.423774
C -1.364189 0.753832 1.987085
C -1.377184 -0.800089 1.903238
C -2.553979 -1.152460 1.322554
C -3.286690 0.053987 1.095020
H -2.864219 2.223169 1.355994
H -0.669124 1.324582 2.589933
H -0.683013 -1.442626 2.429112
H -2.930934 -2.150085 1.160248
H -4.324591 0.081885 0.784009
S 0.744188 -0.035702 -2.251306
C 2.407568 -0.022403 -1.613615
C 3.555341 -0.022024 -2.368842
C 4.770845 -0.012094 -1.687794
C 4.804824 -0.001968 -0.296325
C 3.616893 0.001002 0.398730
N 2.444653 -0.009846 -0.262144
H 3.508058 -0.030297 -3.448684
H 5.695059 -0.010658 -2.251092
H 5.740090 0.005380 0.244159
H 3.578059 0.010301 1.479571

Cartesian forces (eV/Å) of the 2 atoms listed first:
-0.647 0.005 0.808
-0.492 -0.287 -0.112